ORCA calculation (ωB97M-V with the def2-TZVPD basis set) on a 2-piece molecular cluster, C3H5IO overall at a distorted geometry.

The geometry in XYZ format:
```
10
Properties=species:S:1:pos:R:3:forces:R:3
I -3.175 -0.380 0.009 0.1 0.1 0.0
O -0.718 1.439 0.026 0.3 -1.2 0.5
C -1.163 0.184 -0.251 0.3 0.7 0.9
C -0.072 0.289 0.749 1.0 -0.9 -3.2
C 1.288 -0.203 0.203 -1.8 -1.8 -0.7
H 1.472 -1.267 0.667 -0.3 2.0 -1.1
H -0.139 0.160 1.792 -1.0 0.5 1.1
H 1.166 -0.226 -0.922 0.4 -0.4 1.3
H 2.113 0.412 0.416 1.0 0.9 0.6
H -0.772 -0.408 -2.690 0.0 0.1 0.5
```
Positions in Å, forces in eV/Å.

Computed properties:
gap between HOMO and LUMO (alpha / beta) = 9.00 / 7.99 eV
net charge = 0
molar mass = 183.98 g/mol
relative energy (zero: lowest compared OMol25 entry of this formula, charge and spin) = 514.98 kJ/mol
spin multiplicity = 1

Mulliken population analysis, charges in e, atoms 1 to 4: I 0.057; O -0.308; C -0.186; C 0.141

ORCA calculation (ωB97M-V with the def2-TZVPD basis set) on C33H26As2N2O8Pd as an isolated structure at a distorted geometry.

The geometry in XYZ format:
```
72
Properties=species:S:1:pos:R:3:forces:R:3
Pd -0.758 0.183 -0.477 0.0 -0.7 0.2
As -0.660 0.918 1.802 0.2 0.1 0.1
As 1.620 0.762 -0.568 0.6 -0.1 -0.4
O -3.332 -5.616 0.745 0.0 0.0 0.0
O -1.242 -1.302 -4.527 -0.1 0.1 -0.1
O -2.390 -3.827 1.446 0.0 0.0 -0.1
O -0.909 -0.354 -2.555 -0.1 0.3 -0.2
O -1.882 2.294 -0.631 1.2 1.4 0.6
O -3.865 -6.746 -3.695 0.0 0.0 0.0
O -1.688 -1.972 -0.333 -0.2 -0.2 0.1
O -3.266 -5.416 -5.276 0.0 0.0 0.0
N -3.378 -5.686 -4.086 0.0 0.0 0.0
N -2.789 -4.529 0.532 0.0 -0.1 0.1
C -2.076 3.201 3.008 0.1 0.1 0.0
C -1.792 -1.309 3.137 0.0 0.0 0.0
C -2.621 -4.104 -0.839 0.0 0.1 0.0
C 4.224 -0.298 -1.544 0.0 0.0 0.0
C -2.931 -4.725 -3.117 0.1 0.1 -0.1
C 2.510 3.687 -4.178 0.0 0.0 0.0
C 3.394 3.653 -3.104 0.0 0.0 0.0
C 4.849 -1.612 0.813 0.0 0.0 0.0
C 5.391 -1.044 -1.450 0.0 0.0 0.0
C -2.045 -2.797 -1.187 0.0 0.0 -0.4
C 1.204 1.476 2.211 0.0 0.0 -0.1
C -0.719 0.215 4.666 0.0 0.0 0.0
C 1.153 1.994 -3.122 0.0 -0.1 0.0
C 3.159 2.787 -2.048 0.0 0.0 0.0
C -2.364 -3.501 -3.535 -0.1 -0.2 0.0
C 3.680 -0.872 0.712 0.0 0.0 0.0
C -3.052 -5.018 -1.782 0.0 0.0 0.0
C -2.333 4.475 0.536 -0.1 -0.2 0.0
C 1.854 2.016 0.932 0.0 0.0 0.3
C -2.716 4.441 2.942 0.1 -0.1 0.1
C 5.714 -1.698 -0.270 0.0 0.0 0.0
C -2.826 5.050 1.678 0.0 0.2 -0.1
C -1.932 -2.567 -2.649 0.0 0.3 0.4
C 3.357 -0.189 -0.460 -0.1 0.1 0.0
C 1.399 2.860 -4.184 0.0 0.0 0.0
C -1.560 2.605 1.876 -0.1 -0.5 -0.2
C -1.749 -1.793 5.494 0.0 0.0 0.0
C -1.049 -0.616 5.728 0.0 0.0 0.0
C -1.673 3.199 0.569 -0.6 0.3 0.5
C -1.329 -1.291 -3.294 0.2 -0.5 0.1
C -1.094 -0.126 3.369 -0.1 0.1 0.1
C -2.117 -2.140 4.201 0.0 0.0 0.1
C 2.042 1.952 -2.052 0.0 0.1 0.1
H -0.166 1.130 4.848 0.0 0.0 0.0
H 0.709 2.877 -5.019 0.0 0.0 0.0
H -2.001 -2.446 6.321 0.0 0.0 0.0
H 1.753 0.620 2.609 0.0 0.0 0.0
H 1.165 2.248 2.982 0.0 0.0 0.0
H -0.891 2.849 -0.518 -0.8 -0.8 -1.0
H -2.259 -3.284 -4.587 0.0 0.0 0.0
H 2.909 2.263 1.074 0.0 0.0 0.0
H 1.326 2.921 0.621 0.0 0.0 0.0
H -3.131 4.909 3.825 0.0 0.0 0.0
H -3.314 6.020 1.608 0.0 0.0 0.0
H 3.002 -0.847 1.557 0.0 0.0 0.0
H 3.856 2.757 -1.217 0.0 0.0 0.0
H -2.053 -1.593 2.122 0.0 0.0 0.0
H -3.477 -5.956 -1.466 0.0 0.0 0.0
H 4.264 4.301 -3.091 0.0 0.0 0.0
H 5.077 -2.133 1.736 0.0 0.0 0.0
H -0.756 -0.349 6.737 0.0 0.0 0.0
H -2.442 4.967 -0.425 -0.1 0.0 0.0
H 2.693 4.361 -5.008 0.0 0.0 0.0
H 0.287 1.334 -3.132 0.0 0.0 0.0
H 6.049 -1.117 -2.308 0.0 0.0 0.0
H -1.973 2.693 3.964 0.0 0.0 0.0
H 6.624 -2.282 -0.198 0.0 0.0 0.0
H -2.646 -3.064 4.006 0.0 0.0 0.0
H 3.986 0.202 -2.475 0.0 0.0 0.0
```
Positions in Å, forces in eV/Å.

Computed properties:
gap between HOMO and LUMO (alpha / beta) = 4.15 / 6.54 eV
net charge = -2
molar mass = 834.84 g/mol
spin multiplicity = 3

Mulliken population analysis, charges in e, atoms 1 to 4: Pd -0.261; As 1.617; As 1.422; O -0.725

ORCA calculation (ωB97M-V with the def2-TZVPD basis set) on C30H39F21K4O16 as an isolated structure at a distorted geometry.

The geometry in XYZ format:
```
110
Properties=species:S:1:pos:R:3:forces:R:3
K 0.475 -3.145 -24.237 0.0 0.8 0.7
K 3.707 -3.233 -26.358 0.1 1.1 0.3
K 4.676 -5.184 -23.332 0.1 0.8 0.7
K 7.469 -4.234 -26.376 0.4 1.0 0.0
F 0.653 -0.242 -29.371 0.0 -0.1 -0.2
F 13.292 -3.879 -25.519 0.0 0.0 0.1
F -1.168 2.167 -25.758 0.0 0.0 -0.1
F 14.120 -1.949 -26.066 -0.1 -0.2 0.0
F -0.420 -0.321 -27.496 -0.1 0.0 0.0
F -1.692 -3.713 -19.076 -0.1 0.0 0.1
F 9.260 -2.693 -20.077 0.2 0.0 0.2
F -0.745 -2.590 -17.478 -0.1 -0.1 0.0
F -1.921 -1.552 -18.969 0.1 -0.2 0.0
F 9.968 0.507 -29.562 0.0 0.1 -0.1
F -2.842 1.407 -24.605 0.0 0.0 -0.1
F 4.811 7.128 -25.494 0.0 0.0 0.0
F 11.335 -0.589 -28.288 -0.1 0.1 0.1
F 14.074 -2.541 -23.991 0.0 -0.3 0.1
F 7.260 -2.109 -20.661 0.1 0.0 0.0
F 4.297 7.565 -23.432 0.0 0.1 0.0
F 6.369 7.395 -24.017 0.2 0.1 0.0
F -1.702 3.092 -23.876 0.0 0.1 0.0
F 0.125 1.592 -28.363 -0.1 0.2 0.0
F 10.346 -1.598 -29.922 -0.1 0.2 0.1
F 7.525 -3.745 -19.283 0.2 0.0 0.0
O 7.199 -4.964 -21.659 -0.6 0.1 -0.3
O 1.244 -2.189 -18.991 0.3 -0.1 0.5
O 12.037 -0.939 -24.208 0.5 0.2 0.7
O -0.606 -0.198 -24.206 0.2 -1.3 -0.6
O 8.684 -2.196 -27.905 -0.6 -0.8 0.3
O 2.195 1.328 -26.820 0.2 0.3 -0.4
O 9.072 -3.972 -22.348 0.4 0.9 0.2
O 3.997 4.856 -24.128 -0.2 -0.5 0.1
O 2.372 -0.844 -27.282 0.3 -0.8 -0.2
O 11.128 -2.264 -25.766 -0.7 -0.4 -0.3
O 8.623 -0.002 -27.416 -0.4 0.4 0.2
O 6.010 -2.468 -24.852 -1.1 -1.3 -0.6
O 0.075 -2.426 -20.870 -0.4 -0.3 -1.3
O 3.106 -2.718 -23.384 0.4 -0.9 -1.3
O 6.130 4.891 -23.392 0.2 0.1 -0.2
O 0.002 1.475 -22.867 0.2 0.1 0.1
C -0.681 0.934 -23.837 -0.3 0.7 0.3
C 12.029 -1.936 -25.050 0.2 0.1 -0.2
C -1.078 -2.570 -18.760 -0.1 0.1 0.0
C 5.035 5.408 -23.910 -0.2 0.3 -0.1
C 4.199 2.633 -26.502 0.0 0.8 0.2
C 7.494 1.200 -25.725 -0.1 0.1 -0.1
C 3.931 -1.594 -23.519 0.5 -0.1 -0.4
C 0.511 0.349 -28.192 0.1 -0.1 0.2
C 9.190 -4.818 -23.492 0.2 0.0 -0.7
C 3.294 -0.913 -19.134 0.9 0.2 -0.2
C 6.079 3.528 -22.946 0.0 -0.3 0.6
C 1.835 0.231 -27.405 -0.4 -0.2 0.6
C 2.492 -2.047 -19.705 0.1 -0.3 -0.3
C 8.058 -4.129 -21.538 -0.1 -0.8 -0.1
C 13.412 -2.611 -25.138 0.3 0.5 -0.2
C 10.854 -0.139 -24.076 -0.2 0.7 -0.1
C 8.053 -3.152 -20.342 -0.4 0.3 -0.3
C 9.047 -1.062 -28.035 0.5 0.4 -0.2
C 5.474 -1.739 -23.789 0.7 -0.1 1.3
C 1.080 0.673 -22.347 0.6 -0.1 0.5
C 7.609 -0.151 -26.384 0.4 -0.1 0.2
C 0.154 -2.407 -19.681 0.3 0.4 0.7
C 5.152 6.916 -24.222 0.1 -0.1 0.1
C 1.992 1.610 -21.597 0.2 0.1 0.1
C 9.877 -6.110 -23.148 -0.1 -0.5 0.5
C 3.487 1.344 -26.156 0.4 1.1 0.1
C 9.731 -0.858 -23.373 -0.1 -0.8 -0.3
C 7.498 3.011 -22.834 -0.2 0.1 -1.1
C 10.196 -0.661 -28.982 0.4 -0.5 -0.4
C -1.624 1.943 -24.522 -0.3 -0.1 0.1
H 9.970 -6.754 -24.022 0.1 0.1 0.0
H 5.922 -2.048 -22.816 -0.2 -0.6 -0.1
H 4.123 0.527 -26.488 -0.4 -0.4 0.2
H 7.479 1.936 -22.650 0.1 0.1 0.7
H 8.205 -4.896 -23.967 -0.1 -0.4 0.4
H 4.138 -0.762 -19.821 -0.3 0.3 -0.1
H 7.317 1.961 -26.486 -0.1 0.0 0.1
H 2.708 0.001 -19.057 0.0 0.0 -0.1
H 3.632 -0.898 -24.329 -0.6 -0.1 0.0
H 9.364 -6.669 -22.364 -0.2 0.0 -0.2
H 3.274 1.325 -25.088 0.1 -0.3 0.0
H 9.946 -1.163 -22.350 0.2 0.4 0.1
H 11.145 0.756 -23.531 0.3 -0.2 0.1
H 4.476 2.711 -27.552 0.1 -0.2 0.0
H 8.393 1.487 -25.181 0.1 -0.2 -0.1
H 0.723 -0.118 -21.684 -0.4 0.1 -0.2
H 7.954 -0.934 -25.710 -0.2 0.0 0.1
H 9.539 -1.796 -23.900 -0.3 0.2 -0.1
H 5.625 3.538 -21.953 -0.1 0.0 0.0
H 6.672 -0.478 -26.833 0.0 0.0 -0.1
H 5.085 2.724 -25.869 0.1 -0.3 -0.2
H 10.587 0.213 -25.075 -0.2 -0.3 0.0
H 3.025 -2.999 -19.641 -0.1 0.0 0.2
H 3.648 3.542 -26.256 -0.4 -0.3 0.0
H 10.869 -5.917 -22.743 0.1 0.1 -0.2
H 8.824 -0.255 -23.393 0.0 0.0 0.1
H 3.889 -1.025 -22.574 0.1 0.3 -0.1
H 5.438 2.923 -23.585 0.0 0.1 -0.3
H 6.670 1.201 -25.010 0.0 -0.1 -0.1
H 1.521 2.003 -20.696 -0.1 0.0 -0.1
H 5.871 -0.701 -23.781 -0.4 0.2 -0.4
H 2.894 1.080 -21.283 0.0 0.0 -0.1
H 8.036 3.630 -22.123 0.2 -0.4 0.2
H 3.816 -1.080 -18.192 -0.6 -0.4 0.2
H 1.591 0.176 -23.172 0.0 0.1 -0.1
H 2.285 -1.906 -20.766 -0.1 0.2 0.1
H 2.282 2.448 -22.231 0.0 0.0 0.0
H 9.821 -4.293 -24.214 0.0 0.4 0.3
H 8.002 3.067 -23.804 -0.1 0.4 0.1
```
Positions in Å, forces in eV/Å.

Computed properties:
gap between HOMO and LUMO = 6.21 eV
net charge = +2
molar mass = 1210.98 g/mol
spin multiplicity = 1

Mulliken population analysis, charges in e, atoms 1 to 4: K 0.945; K 1.032; K 0.974; K 1.026